[1]
This record from the Open Molecules 2025 dataset describes the molecule C6H4O. The level of theory is ωB97M-V with the def2-TZVPD basis set.

Each line ends with the Löwdin charge.
Positions of all 11 atoms, in Å:
C 2.721781 -0.041048 0.239701  0.128
C 1.829891 -0.378658 -0.498453  -0.039
C 0.427641 -0.232993 -0.668700  -0.305
C -0.251162 0.867862 -0.242137  -0.030
C -1.533693 0.418961 0.157872  -0.064
C -1.571312 -0.911448 -0.103728  -0.116
O -0.405184 -1.337092 -0.641997  0.037
H 3.211561 0.427136 1.058778  0.042
H 0.152154 1.858894 -0.107277  0.120
H -2.281710 0.999897 0.676398  0.105
H -2.299968 -1.671513 0.129543  0.122

Forces on atoms 1 to 3 (eV/Å):
C -0.162 0.047 -0.402
C 0.218 0.417 0.759
C -0.851 -0.398 0.002

As for the charge: 0. The SMILES is C#Cc1ccco1. The calculation puts the orbital gap at 9.180 eV. Its highest occupied orbital energy is -8.38 eV. Its energy above the lowest of the compared OMol25 structures with the same formula, charge and spin is 44.3 kcal per mole. As for the LUMO energy: 0.8 eV.

***

[2]
This record from the Open Molecules 2025 dataset describes a 8-piece molecular cluster, C44H109Br2O28P7 overall at a distorted geometry. The level of theory is ωB97M-V with the def2-TZVPD basis set.

Each line ends with the Löwdin charge.
Positions of all 190 atoms, in Å:
C 2.661114 -0.657249 -4.545035  -0.070
C 4.013735 0.028915 -4.859506  -0.221
O 4.755349 -0.748780 -5.821953  -0.205
P 5.656075 -2.042666 -5.477353  0.419
O 6.288358 -2.038444 -4.114172  -0.253
O 6.630859 -2.072149 -6.677630  -0.191
C 7.971380 -1.466841 -6.611544  -0.185
C 7.874164 0.016407 -7.199538  -0.054
O 4.678426 -3.317486 -5.711607  -0.197
C 4.022418 -3.461988 -6.990109  -0.251
C 3.516731 -4.911095 -6.975025  -0.055
H 2.798992 -1.695409 -4.193546  0.056
H 2.194366 -0.161570 -3.694583  0.052
H 1.994788 -0.609181 -5.403927  0.080
H 3.800330 0.952742 -5.385830  0.110
H 4.648541 0.258439 -3.978030  0.125
H 8.364079 -1.525641 -5.574566  0.116
H 8.657993 -2.013903 -7.241466  0.103
H 7.171132 0.581401 -6.571165  0.065
H 8.895437 0.456657 -7.168549  0.080
H 7.497347 0.008117 -8.222221  0.069
H 3.315332 -2.638943 -7.183282  0.113
H 4.779016 -3.318835 -7.751364  0.102
H 4.354335 -5.494679 -6.608998  0.079
H 2.757234 -5.021808 -6.205396  0.045
H 3.165822 -5.304194 -7.931880  0.084
C -2.997790 -4.068016 1.570725  -0.062
C -2.717941 -4.448226 0.105577  -0.226
O -3.858686 -4.106134 -0.766440  -0.220
P -4.991681 -5.239653 -0.908348  0.415
O -5.447444 -5.796182 0.432192  -0.257
O -6.058701 -4.386125 -1.727330  -0.220
C -7.448143 -4.518705 -1.391168  -0.239
C -7.863552 -3.422076 -0.356401  -0.046
O -4.444547 -6.316863 -1.894495  -0.185
C -4.120909 -6.096797 -3.305601  -0.199
C -2.611162 -6.003015 -3.411925  -0.059
H -3.102712 -2.973255 1.761119  0.053
H -3.966913 -4.511256 1.796622  0.059
H -2.203093 -4.514746 2.166425  0.080
H -1.865360 -3.941212 -0.386321  0.094
H -2.538504 -5.519875 0.041228  0.113
H -7.945658 -4.466030 -2.370514  0.117
H -7.588952 -5.537876 -1.002836  0.112
H -7.443749 -2.413925 -0.548886  0.074
H -8.929905 -3.484954 -0.144214  0.074
H -7.355901 -3.714770 0.551533  0.059
H -4.543474 -6.949938 -3.793034  0.112
H -4.649984 -5.167993 -3.499382  0.108
H -2.076013 -6.750166 -2.881872  0.071
H -2.262296 -5.970989 -4.491445  0.100
H -2.296810 -5.075623 -2.928586  0.059
C 6.936244 4.773126 4.920177  -0.059
C 7.238958 3.305887 4.519803  -0.249
O 6.387888 2.463286 5.290556  -0.198
P 5.677979 1.177035 4.675760  0.387
O 4.879163 0.657726 5.779344  -0.217
O 5.028252 1.598700 3.292916  -0.197
C 3.663987 2.278690 3.369834  -0.179
C 2.496033 1.241309 3.401842  -0.069
O 6.843977 0.233550 4.027223  -0.188
C 7.580802 -0.532810 4.914829  -0.287
C 9.052976 -0.796698 4.363570  -0.055
H 6.884239 4.845898 6.014633  0.081
H 7.654207 5.547116 4.593260  0.077
H 6.000147 5.143037 4.571535  0.053
H 7.099903 2.941622 3.504225  0.105
H 8.283866 3.075899 4.805863  0.118
H 3.652958 2.910180 4.256402  0.110
H 3.478837 2.888954 2.483235  0.083
H 2.608770 0.609071 2.557470  0.037
H 2.428389 0.622614 4.316342  0.078
H 1.518268 1.771934 3.263836  0.079
H 7.712763 -0.041077 5.873098  0.112
H 7.062018 -1.490497 4.970898  0.119
H 9.633860 0.127777 4.319113  0.062
H 9.548030 -1.404230 5.121612  0.066
H 9.091420 -1.262179 3.381478  0.066
C 2.443390 3.634251 -1.056038  -0.064
C 2.177756 5.089027 -0.580249  -0.183
O 0.837008 5.104257 0.052188  -0.213
P 0.568345 4.730830 1.576906  0.381
O 1.772531 4.521073 2.428711  -0.241
O -0.407984 5.842183 2.119877  -0.201
C 0.047793 6.969072 2.951897  -0.214
C -0.506878 8.246689 2.298684  -0.074
O -0.342345 3.449409 1.419363  -0.187
C -1.702999 3.645578 0.844560  -0.208
C -2.666076 3.662284 2.011825  -0.051
H 1.826776 3.392089 -1.939731  0.053
H 3.456232 3.483538 -1.421316  0.072
H 2.243777 2.912460 -0.290454  0.055
H 2.858647 5.267800 0.268288  0.102
H 2.127150 5.943490 -1.269285  0.122
H -0.298291 6.838951 4.017125  0.115
H 1.155490 6.924243 2.969152  0.112
H -0.106696 8.355465 1.286807  0.071
H -1.616851 8.111569 2.126271  0.093
H -0.385878 9.193344 2.824141  0.070
H -1.752772 4.439180 0.115553  0.084
H -1.880286 2.750861 0.238556  0.092
H -2.475562 2.913194 2.792577  0.088
H -2.723087 4.658234 2.430768  0.055
H -3.721293 3.557053 1.708635  0.057
C -2.225086 5.212710 5.455002  -0.088
C -3.222873 4.513213 6.296055  -0.251
O -3.054405 3.098479 5.959718  -0.179
P -4.346597 2.530136 5.230955  0.402
O -5.196670 3.403379 4.460597  -0.191
O -5.246420 1.812329 6.444347  -0.209
C -4.524207 0.897233 7.338085  -0.262
C -4.874166 1.352417 8.722489  -0.074
O -3.556500 1.325774 4.586562  -0.173
C -4.452221 0.367367 4.018472  -0.251
C -3.667011 -0.489889 3.037802  -0.056
H -2.455595 5.196613 4.401773  0.048
H -2.298804 6.320569 5.568084  0.094
H -1.195627 4.904499 5.628297  0.093
H -3.148080 4.701676 7.376078  0.125
H -4.262230 4.792502 6.004082  0.113
H -4.931275 -0.094067 7.138659  0.115
H -3.495115 0.976595 7.047269  0.099
H -5.868496 0.998985 8.939633  0.069
H -4.223582 0.882894 9.462186  0.078
H -4.840006 2.478540 8.811108  0.101
H -4.723332 -0.314949 4.803716  0.103
H -5.350827 0.852989 3.647994  0.104
H -2.897760 -1.068714 3.533032  0.077
H -4.344581 -1.182236 2.570513  0.068
H -3.149973 0.087644 2.276196  0.072
C 4.557880 -3.010956 -1.176211  -0.045
C 3.064778 -2.571336 -1.335020  -0.212
O 2.542352 -3.272236 -2.513394  -0.218
P 1.454281 -4.427815 -2.596754  0.405
O 0.298207 -4.262842 -1.723243  -0.223
O 1.166395 -4.352703 -4.204749  -0.208
C 0.337470 -3.261195 -4.663103  -0.240
C 0.020781 -3.405661 -6.199066  -0.039
O 2.092209 -5.868578 -2.497282  -0.169
C 3.160940 -6.179481 -3.441805  -0.263
C 4.133339 -6.946434 -2.612065  -0.064
H 4.542509 -4.073777 -0.824652  0.075
H 5.014578 -2.940732 -2.196707  0.066
H 5.084070 -2.439006 -0.407418  0.076
H 2.533853 -2.869597 -0.448758  0.078
H 2.948111 -1.463530 -1.462252  0.119
H -0.564528 -3.335809 -4.078863  0.095
H 0.829512 -2.308812 -4.468342  0.076
H -0.357985 -4.449595 -6.337785  0.088
H -0.647322 -2.592698 -6.491297  0.075
H 0.931234 -3.277678 -6.788902  0.048
H 2.729458 -6.686884 -4.321907  0.127
H 3.616685 -5.260752 -3.811075  0.098
H 4.455869 -6.304183 -1.789820  0.069
H 3.565749 -7.742671 -2.095119  0.096
H 5.033591 -7.226253 -3.119511  0.076
C -6.474638 4.099464 1.362771  -0.069
C -6.646846 2.639027 1.468552  -0.242
O -5.421755 1.942448 1.052351  -0.215
P -5.136489 1.643116 -0.503153  0.318
O -6.307914 1.440129 -1.351135  -0.215
O -4.259229 2.894039 -0.815238  -0.207
C -4.302290 3.517563 -2.105808  -0.225
C -3.341680 4.706786 -1.980873  -0.061
O -4.104559 0.504651 -0.622363  -0.178
C -4.492828 -0.909599 -0.837097  -0.216
C -4.662855 -1.172382 -2.305860  -0.065
H -5.711381 4.632367 1.899086  0.068
H -6.362878 4.262805 0.288570  0.075
H -7.452044 4.562397 1.617965  0.099
H -6.730463 2.251828 2.455811  0.086
H -7.438180 2.147779 0.858967  0.128
H -3.829347 2.812629 -2.790983  0.116
H -5.314468 3.801689 -2.378766  0.119
H -3.460085 5.376166 -2.802275  0.067
H -3.471179 5.202065 -1.023498  0.076
H -2.308704 4.336211 -1.988099  0.066
H -3.663782 -1.499510 -0.487315  0.080
H -5.421232 -1.144382 -0.268707  0.124
H -5.465659 -0.529324 -2.686804  0.077
H -3.766324 -0.890815 -2.876192  0.082
H -4.803394 -2.236086 -2.475499  0.059
Br -0.490242 1.248822 -2.423691  0.612
C 0.074066 0.431489 -0.717739  -0.684
C -0.400357 -1.015928 -0.560810  -0.664
Br 0.166971 -1.526071 1.212241  0.694
H -0.288890 1.054031 0.103108  0.026
H 1.202979 0.476037 -0.667369  0.061
H 0.086795 -1.713268 -1.233867  0.026
H -1.498982 -1.101022 -0.601904  0.047

Forces on atoms 1 to 3 (eV/Å):
C 1.112 -0.060 0.723
C -0.568 -0.538 0.151
O 0.601 -0.527 0.050

As for the charge: 0. The SMILES is CCOP(=O)(OCC)OCC.CCOP(=O)(OCC)OCC.CCOP(=O)(OCC)OCC.CCOP(=O)(OCC)OCC.CCOP(=O)(OCC)OCC.CCOP(=O)(OCC)OCC.CCOP(=O)(OCC)OCC.BrCCBr. The calculation puts the orbital gap at 10.401 eV. Its highest occupied orbital energy is -10.08 eV. As for the LUMO energy: 0.3 eV.

***

[3]
This record from the Open Molecules 2025 dataset describes C13H16BrClN2O2 as an isolated structure at a distorted geometry. The level of theory is ωB97M-V with the def2-TZVPD basis set.

Each line ends with the Löwdin charge.
Positions of all 35 atoms, in Å:
C -3.067963 1.490887 -2.287689  -0.004
C -2.551967 1.860247 -0.943886  -0.304
C -2.446897 0.524145 -0.208111  -0.017
N -1.067881 -0.032063 -0.113943  -0.026
C -0.753285 -0.892853 -0.894635  -0.468
O -1.658891 -1.558394 -1.644204  -0.081
N 0.410664 -1.710183 -0.812440  0.109
C 1.379109 -1.912122 0.042364  -0.452
C 0.886405 -2.013804 1.364451  -0.086
C 1.560356 -2.343882 2.457011  -0.095
C 2.983805 -2.856269 2.070532  -0.539
C 3.599617 -2.726218 0.867890  -0.122
C 2.644392 -2.142197 -0.012341  -0.429
Cl 3.239393 -2.358644 -1.811344  0.543
H 4.560767 -2.863902 0.727342  0.058
Br 3.995923 -3.304623 3.746127  0.595
H 1.095726 -2.374034 3.571250  0.155
H -0.308156 -1.875913 1.636952  0.193
H 0.733310 -2.019455 -2.032072  0.264
C -0.062627 0.649279 0.428507  -0.165
H 0.227346 0.624966 1.504832  0.166
C -0.410652 2.028943 0.199993  -0.368
C 0.823788 3.021198 -0.044594  0.011
H 0.471946 3.982817 -0.048060  0.042
H 1.679583 3.094810 0.711532  0.110
H 1.342316 2.861311 -0.914108  0.047
O -1.200674 2.443953 -0.848838  -0.086
H -0.975405 2.568633 0.873097  0.124
H 0.897446 0.460537 0.006035  0.137
H -2.694160 0.646657 1.037120  0.201
H -3.022279 -0.287198 -0.557704  0.101
H -2.999904 2.567725 -0.343657  0.124
H -4.055046 1.243680 -2.289663  0.062
H -2.839065 2.484533 -2.768054  0.115
H -2.417041 0.717430 -2.669691  0.086

Forces on atoms 1 to 3 (eV/Å):
C 4.080 3.886 -0.740
C 2.745 -2.956 1.847
C 0.372 0.478 6.174

As for the charge: 0. The calculation puts the orbital gap at 8.998 eV. Its highest occupied orbital energy is -8.67 eV. As for the LUMO energy: 0.3 eV.

***

[4]
This record from the Open Molecules 2025 dataset describes C24H42F6NaO24P as an isolated structure at a distorted geometry. The level of theory is ωB97M-V with the def2-TZVPD basis set.

Each line ends with the Löwdin charge.
Positions of all 98 atoms, in Å:
Na -0.139611 -0.987276 -2.748738  0.755
P -0.550891 -0.652366 0.260532  0.388
F -1.996701 -0.740076 0.964982  -0.131
F -1.160231 -1.774276 -0.746028  -0.180
F -1.125641 0.610754 -0.732668  -0.192
F 0.888239 -0.717196 -0.664518  -0.224
F 0.079069 0.378804 1.440452  -0.160
F -0.048571 -1.877076 1.255312  -0.160
C -4.167231 -1.643016 2.616952  -0.106
C -3.133331 -2.696926 2.532322  -0.152
O -3.638701 -3.807566 3.254552  0.105
C -4.872021 -3.605036 3.564562  -0.570
O -5.587521 -4.481986 4.111342  0.086
O -5.251371 -2.367606 3.234602  0.095
H -4.495431 -1.330186 1.625732  0.125
H -3.604021 -0.828386 3.072242  0.131
H -2.121601 -2.470236 2.868622  0.121
H -3.030261 -2.999906 1.490352  0.106
C 0.951549 -0.911226 4.423432  -0.033
C 0.520529 -2.360116 4.780212  -0.127
O -0.643501 -2.135486 5.476852  0.070
C -1.081391 -0.881266 5.360302  -0.646
O -2.053591 -0.443526 5.955892  0.124
O -0.321141 -0.186036 4.616402  0.083
H 1.223279 -0.877386 3.368392  0.103
H 1.655749 -0.371776 5.056842  0.133
H 1.234519 -2.826896 5.458762  0.132
H 0.368619 -3.055416 3.954632  0.122
C 4.801569 -2.163586 -2.512088  -0.102
C 4.508349 -2.122666 -1.024968  -0.119
O 4.735109 -3.442456 -0.609098  0.072
C 4.782189 -4.258596 -1.664718  -0.527
O 4.733169 -5.535076 -1.660268  0.080
O 4.865959 -3.558456 -2.765398  0.086
H 5.753449 -1.723416 -2.809218  0.132
H 3.998259 -1.651576 -3.041838  0.126
H 3.489729 -1.824776 -0.776428  0.128
H 5.314139 -1.505216 -0.628028  0.131
C 0.978089 4.407574 -1.349038  0.017
O 1.568859 4.061924 -0.053988  -0.085
C 1.915939 4.950104 0.930892  -0.528
O 2.193999 6.091484 0.681102  0.145
O 2.060419 4.383674 2.184742  0.010
C 1.393189 3.136364 2.331472  -0.065
H 1.552619 5.194894 -1.837038  0.098
H -0.019281 4.808674 -1.168798  0.077
H 1.025829 3.515154 -1.973058  0.089
H 1.722079 2.306614 1.705812  0.074
H 0.316749 3.299834 2.279942  0.077
H 1.492289 2.800574 3.363712  0.098
C -3.117581 7.206404 -1.571178  -0.012
O -2.502091 6.399724 -0.531168  0.027
C -2.446851 5.109684 -0.676758  -0.624
O -2.691141 4.538924 -1.702588  0.123
O -1.886961 4.557814 0.458662  -0.019
C -1.842601 3.140274 0.632202  -0.056
H -2.881561 6.804064 -2.556328  0.085
H -2.578921 8.150854 -1.648358  0.096
H -4.202331 7.309104 -1.600578  0.100
H -2.761681 2.662234 0.293292  0.094
H -1.674851 2.953924 1.692972  0.091
H -1.027131 2.598894 0.152612  0.060
C 3.490549 1.784874 -0.896328  -0.066
O 4.718229 1.175104 -0.919008  0.002
C 5.628589 1.689804 -1.745498  -0.557
O 5.435769 2.586884 -2.590138  0.096
O 6.711319 0.943554 -1.645638  -0.007
C 7.823129 1.166914 -2.470578  -0.044
H 3.188599 2.304124 -1.805888  0.098
H 3.531379 2.377244 0.017732  0.103
H 2.693519 1.072684 -0.682738  0.080
H 7.564049 1.170744 -3.529328  0.099
H 8.542639 0.367984 -2.291338  0.100
H 8.265679 2.138724 -2.251828  0.104
C -4.642111 0.821504 -1.970668  -0.039
O -5.437541 0.244334 -3.035738  -0.008
C -5.304651 0.837274 -4.285058  -0.531
O -4.534181 1.762904 -4.616188  0.079
O -6.168101 0.282224 -5.108308  0.004
C -6.165641 0.604934 -6.486798  -0.040
H -4.306071 1.845504 -2.133758  0.084
H -3.647521 0.375894 -1.952808  0.069
H -5.062301 0.681434 -0.974718  0.096
H -7.042191 0.147684 -6.945798  0.098
H -5.250441 0.326494 -7.009258  0.099
H -6.297001 1.678314 -6.623518  0.096
C -1.869921 -5.210236 0.415582  -0.031
O -0.875151 -5.266036 1.487902  -0.028
C 0.408539 -5.687476 1.184972  -0.572
O 0.711289 -6.303486 0.184372  0.120
O 1.211719 -5.301716 2.153652  0.000
C 2.619499 -5.366596 1.948322  -0.020
H -2.846381 -5.390116 0.865312  0.095
H -1.825561 -6.108626 -0.200058  0.086
H -1.741441 -4.348626 -0.239568  0.081
H 3.085949 -4.519656 2.451532  0.088
H 2.819699 -5.221676 0.886712  0.087
H 3.098289 -6.227106 2.415642  0.102

Forces on atoms 1 to 3 (eV/Å):
Na -0.194 0.065 0.477
P -0.260 -0.199 2.942
F 0.405 1.257 0.232

As for the charge: 0. The calculation puts the orbital gap at 7.793 eV. Its highest occupied orbital energy is -10.10 eV. As for the LUMO energy: -2.3 eV.